Entry from the OMol25 dataset: a cluster of 20 separate species, H40O20 in total at a distorted geometry (wB97M-V/def2-TZVPD).

Charge: 0
M: 360.30 Da

Cartesian coordinates (Å):
H: 1.995 0.804 2.146
H: -2.697 2.570 3.685
O: -5.540 3.633 1.984
O: 0.688 0.386 -0.458
H: -5.576 4.595 2.083
H: 5.137 -1.716 -0.714
H: -4.784 2.608 0.353
H: 1.033 3.717 -0.272
H: 3.927 0.663 -2.072
O: 5.370 -3.943 -0.706
O: 4.871 -0.777 -0.879
H: 0.254 -1.708 -2.019
H: 1.618 -1.245 -3.493
O: -0.200 -2.277 -1.382
O: -2.229 0.156 1.005
H: -1.874 1.554 -2.025
H: 0.933 1.327 -0.445
O: 2.460 -1.233 0.958
H: -0.594 -0.781 2.760
O: -3.578 2.105 3.655
H: -0.294 1.919 3.446
H: 2.155 -1.494 1.828
O: 0.315 -3.615 1.627
H: -0.965 -1.733 -1.113
H: 2.835 1.378 -1.263
H: -0.090 -2.289 2.597
H: 3.688 -1.744 -2.170
H: -3.187 -2.638 -3.821
H: -1.362 0.339 0.715
O: -0.926 2.098 2.738
O: -2.998 -2.981 -2.947
H: -2.866 -0.068 -0.738
O: 0.512 3.065 0.223
H: 5.776 -4.446 -1.442
H: -2.642 2.544 -1.128
H: -5.250 3.314 2.877
H: -0.531 -4.124 1.616
H: 4.242 -0.639 -0.139
O: -4.359 2.785 -0.499
H: -2.959 -1.148 -1.889
H: -2.597 0.866 1.529
H: 1.409 0.215 -3.308
H: -4.759 3.573 -0.824
O: -2.794 -0.198 -1.730
O: -1.770 2.355 -1.518
H: 5.431 -4.556 0.038
O: 3.100 1.146 -2.148
O: 3.233 -2.570 -2.507
H: -3.569 1.323 4.294
H: 0.468 -3.111 0.792
H: 1.722 -0.730 0.484
H: -0.212 2.777 -0.388
O: 0.876 -0.619 -3.387
H: 0.610 0.034 -1.370
H: 3.121 1.835 2.673
O: -0.036 -1.479 3.151
O: 2.372 1.717 2.108
H: 3.426 -3.280 -1.885
H: -0.294 2.569 2.156
H: -2.046 -2.831 -2.839



Entry from the OMol25 dataset: a cluster of 20 separate species, H40O20 in total at a distorted geometry (wB97M-V/def2-TZVPD).

Charge: 0
M: 360.30 Da

Cartesian coordinates (Å):
H: 1.308 1.181 -0.617
O: -1.355 1.298 -4.437
H: -1.916 1.616 -5.113
O: 0.015 5.044 -3.174
H: 0.795 -5.596 2.049
H: -2.121 -2.046 1.646
O: -2.671 -2.584 1.098
H: -3.724 0.560 1.898
H: 1.197 2.464 -1.467
H: 1.408 -2.891 3.291
H: 0.534 0.632 1.822
H: 3.857 2.000 2.181
H: -0.113 4.251 -2.611
O: -0.520 -1.223 5.509
H: 5.582 -1.475 -1.192
H: -0.333 -0.430 6.023
H: -5.315 0.517 -0.560
H: -2.964 2.190 -1.826
H: -2.944 -3.486 -3.112
H: -0.761 -5.601 1.443
O: 2.763 0.540 4.647
H: 3.154 1.375 4.368
O: 0.244 -5.676 1.227
O: 1.543 2.069 -0.637
O: -2.504 -3.288 -2.186
H: -1.993 -4.089 -1.923
H: 4.234 0.499 1.049
H: 5.383 2.598 -0.760
O: -2.167 2.658 -2.003
H: 2.035 0.256 4.110
H: 1.791 0.975 -3.895
O: -3.579 -0.016 -3.220
H: 0.421 -1.491 5.434
O: -0.433 0.430 1.494
O: -4.932 -3.024 -1.169
H: -1.452 1.941 -3.734
H: 4.048 2.048 -0.480
H: -4.259 0.046 -3.950
H: -4.095 -2.755 -1.657
H: 4.521 -0.907 0.985
H: -2.454 1.254 1.917
O: -4.577 0.989 -0.870
H: -4.624 -2.979 -0.253
H: -0.934 -0.164 2.036
O: 4.046 -0.301 1.553
H: -1.680 2.202 -1.348
O: 1.312 -1.967 3.053
O: -2.923 0.443 2.368
H: -4.090 0.464 -1.524
H: 0.485 -1.736 3.417
H: -2.903 -2.003 0.330
O: 4.962 -0.860 -0.835
O: 4.805 1.877 -1.027
H: -0.023 5.691 -2.534
H: 2.002 -0.470 -3.224
H: -2.875 0.507 -3.691
O: 1.446 0.358 -3.254
H: 3.849 3.447 2.216
O: 4.450 2.702 2.438
H: 5.043 -0.064 -1.322



Entry from the OMol25 dataset: a cluster of 20 separate species, H40O20 in total at a distorted geometry (wB97M-V/def2-TZVPD).

Charge: 0
M: 360.30 Da

Cartesian coordinates (Å):
H: 1.636 -2.617 1.792
H: -4.169 1.859 3.955
H: 3.606 -1.366 3.378
H: 0.515 1.800 -5.102
H: -3.288 -3.011 -1.596
O: 4.670 -2.274 -2.284
H: -0.110 2.913 4.958
H: 0.844 3.475 -0.327
H: 0.890 3.127 -5.044
O: 1.885 -2.210 -1.541
O: 0.331 2.591 -5.619
O: -2.399 -1.758 2.569
O: 3.124 1.233 -1.563
H: 1.197 -2.528 -0.942
O: 1.278 -2.121 1.063
O: 0.357 0.344 1.632
H: -1.861 4.781 -1.341
H: -0.691 3.202 3.588
H: -3.071 1.921 -1.777
H: -4.648 0.204 -1.449
H: 4.962 -1.881 -3.124
H: 4.417 -1.643 -1.583
H: -0.982 6.163 -0.814
O: 2.665 -1.333 3.674
H: -0.497 -2.015 -2.246
O: 4.454 -1.708 1.557
H: 4.427 -2.626 1.804
O: -3.623 -3.862 -1.358
H: -2.033 -2.344 4.458
O: 0.175 2.892 0.029
H: -1.619 -0.923 -1.689
H: -2.957 -2.580 2.515
O: -3.864 -0.008 -1.979
H: 2.407 0.727 -1.954
O: 0.512 0.738 -1.456
O: -1.336 5.286 -0.717
H: -0.032 0.066 2.479
O: -1.281 -1.815 -1.730
H: -2.597 2.018 3.493
O: -0.209 2.521 4.082
H: 0.854 -1.259 1.168
H: -4.552 -4.069 -1.372
H: 3.090 1.953 -2.233
H: -0.318 3.316 0.738
O: 1.217 -0.433 -3.770
H: -1.538 2.026 -1.797
H: 2.668 -1.392 4.637
H: -1.899 -1.621 1.764
O: -2.336 2.488 -1.531
H: 1.032 0.025 -1.048
H: -1.246 -1.999 5.389
O: -3.415 1.527 3.468
H: -4.292 -0.196 -2.869
O: -2.029 -2.619 5.416
H: -0.234 -0.092 1.005
H: 2.549 -2.876 -1.816
H: 3.711 -1.283 1.132
H: 0.486 1.293 -0.583
H: 1.471 -1.094 -4.424
H: 1.698 -0.936 -3.062



Entry from the OMol25 dataset: a cluster of 20 separate species, H40O20 in total at a distorted geometry (wB97M-V/def2-TZVPD).

Charge: 0
M: 360.30 Da

Cartesian coordinates (Å):
O: 0.158 0.127 -4.057
O: -0.890 3.629 0.245
H: 0.087 -1.708 -1.122
H: 3.103 2.419 1.174
O: -1.208 5.004 -2.013
H: -0.315 -1.772 -4.959
O: 2.695 1.554 3.692
O: -3.747 2.635 3.527
H: -0.417 -4.206 -4.508
O: 2.148 -0.464 4.969
O: -3.412 -1.597 3.277
H: 3.253 -2.878 -0.137
H: -2.866 -1.258 2.428
O: -2.149 -1.020 -0.213
O: 0.036 -4.319 -3.710
H: 0.133 3.576 0.452
H: 3.162 2.385 3.689
O: 5.318 0.132 -0.141
O: -1.209 -1.974 -5.220
H: 2.660 -1.284 4.731
H: -0.279 0.317 -4.937
H: -0.684 -1.108 -2.050
O: 2.057 -4.638 1.150
H: 2.896 0.941 1.224
O: 3.528 -2.411 -0.952
H: -3.242 3.536 3.047
H: -0.621 -3.776 -3.166
H: 1.877 3.615 -4.003
H: 2.865 -2.514 -1.648
H: -5.589 -2.427 0.701
H: -0.487 0.575 -3.601
O: 1.817 3.060 -3.200
H: -1.469 -2.759 -4.584
H: 1.013 2.588 -3.127
H: -1.126 4.528 0.035
H: 0.184 -4.558 4.474
H: 0.557 -3.138 3.618
H: 2.142 -3.794 1.314
H: -1.425 5.714 -1.367
H: -4.789 1.138 -0.390
H: -3.814 -0.806 3.895
O: 2.795 4.398 -0.161
H: 1.120 -4.968 1.179
O: 2.458 1.784 0.807
H: 2.450 0.202 4.512
H: -2.289 -1.045 0.747
O: -5.504 -2.737 -0.139
H: 2.259 3.597 -0.231
H: 5.271 0.423 -1.057
H: 1.792 1.659 3.972
H: -4.372 0.879 0.972
H: 4.955 -0.777 -0.199
O: -4.190 0.491 0.161
O: 0.057 -1.699 -2.147
H: -0.337 4.888 -1.567
H: -4.662 -2.489 -0.618
H: -4.136 2.145 2.891
H: -2.674 -0.331 -0.524
H: 3.237 4.455 -1.084
O: -0.179 -3.940 3.946



Entry from the OMol25 dataset: a structure of composition H41O20 at a distorted geometry (wB97M-V/def2-TZVPD).

Charge: +1
M: 361.31 Da

Cartesian coordinates (Å):
O: 3.065 -3.442 -2.735
H: 3.655 -3.164 -3.405
H: -4.206 -0.140 -1.587
H: 3.941 1.159 -4.855
O: 3.550 1.432 -0.225
H: -0.192 2.176 -1.048
O: 4.379 0.449 -4.185
O: -4.550 2.548 1.894
H: 4.236 2.140 -0.207
O: -2.290 -2.703 0.726
O: -2.412 1.267 0.745
H: 0.687 0.294 2.159
H: -5.395 2.401 1.305
H: 0.526 -3.588 -2.616
H: -1.811 1.946 1.070
H: 2.282 -3.060 -2.859
H: 1.096 1.281 -1.316
O: 1.780 -1.896 1.426
O: -1.957 3.296 2.231
H: -0.106 -0.082 -1.358
H: 1.510 -1.278 0.737
H: -3.033 1.437 1.512
H: 3.635 3.392 0.404
O: -0.424 -0.937 -1.174
O: 0.081 -4.334 -3.011
O: 1.190 -2.258 -4.177
H: -1.723 0.398 0.497
H: -1.521 -1.124 1.165
H: 3.869 0.952 -0.892
H: 0.898 -2.310 -5.104
H: -2.981 -3.640 -1.439
H: -2.092 -3.147 -0.226
H: 2.084 -1.300 2.134
H: 4.180 -0.510 -4.616
H: -3.297 -1.367 -1.917
O: 3.406 4.258 0.154
O: 1.484 0.776 2.526
H: -2.550 0.994 4.761
H: 1.154 -1.248 -4.006
H: 0.901 5.160 2.016
H: -0.956 3.217 2.179
O: 0.303 -1.040 4.080
O: -1.825 1.251 4.225
O: 0.147 1.420 -1.481
H: -0.167 -3.967 -3.874
H: -4.864 2.062 2.763
H: -0.378 -0.451 0.331
O: -0.921 -0.299 1.149
H: 3.004 4.172 -0.761
H: -1.980 -4.646 -1.997
H: -1.713 2.161 4.531
H: -2.121 4.128 1.786
H: 2.074 4.482 2.333
H: -0.728 -1.338 -1.938
O: -3.819 -0.671 -2.264
H: 1.734 1.100 1.498
H: 0.268 -0.080 3.749
H: -0.416 -0.825 4.813
O: -2.110 -3.827 -1.652
O: 1.222 4.171 2.125
H: -1.886 -3.485 1.245



Entry from the OMol25 dataset: a cluster of 21 separate species, H41O21 in total at a distorted geometry (wB97M-V/def2-TZVPD).

Charge: -1
M: 377.31 Da

Cartesian coordinates (Å):
H: -0.010 -2.003 4.199
H: 0.749 4.092 -1.402
O: 0.874 -0.734 -2.416
O: -0.837 2.617 0.610
H: 1.018 -1.732 2.957
O: -1.219 0.232 -0.564
H: -3.464 0.778 2.494
H: -2.761 -0.509 2.272
O: 0.762 -3.278 -2.944
H: 1.022 -2.761 0.070
H: -2.133 -2.165 0.186
H: -1.772 1.353 -3.281
H: -1.331 -2.710 -2.941
H: -2.544 -2.077 -1.375
O: 0.558 -3.644 -0.304
O: -0.388 1.573 2.844
O: -2.151 -2.183 -2.870
H: -3.780 2.083 0.257
H: 2.059 0.439 2.487
O: 0.461 2.375 -2.946
O: 1.437 -1.271 0.035
O: -2.396 0.664 -2.996
H: -0.727 -2.966 2.302
H: -1.907 -1.267 -3.078
O: -1.368 -3.207 1.613
H: 1.240 3.825 3.821
H: 2.793 -1.914 2.399
O: 0.730 3.280 4.396
H: 0.354 1.596 -2.396
O: 3.322 2.197 -1.651
H: -2.071 -0.278 -0.420
H: -1.820 0.470 -2.218
H: 0.950 -3.342 -1.942
H: 0.832 -0.653 -1.454
H: 0.356 -4.138 -3.154
H: -0.548 -0.339 -0.156
H: 3.206 1.509 -1.002
O: 2.639 1.025 -4.160
H: 0.434 3.816 0.128
H: -0.877 1.680 0.281
H: -1.083 0.933 3.033
H: -2.181 -3.534 1.981
H: 1.069 -1.659 -2.666
O: 1.130 4.092 -0.485
O: -2.764 -1.769 -0.395
H: 2.504 2.725 -1.644
H: -2.573 2.571 0.817
H: 0.067 2.710 3.959
H: 3.287 1.326 -3.380
O: 0.433 -2.376 3.436
H: 1.523 -0.507 1.163
H: 0.338 1.018 2.447
H: -0.856 2.301 1.609
O: 3.614 -1.411 2.421
H: 2.472 0.108 -3.991
O: -3.501 2.391 1.134
O: 1.372 -0.152 2.212
H: 1.090 2.104 -3.601
H: -0.121 -3.609 0.389
O: -2.691 0.269 2.852
H: 3.890 -1.477 1.494
H: 2.290 -1.655 -0.141



Entry from the OMol25 dataset: a cluster of 21 separate species, H41O21 in total at a distorted geometry (wB97M-V/def2-TZVPD).

Charge: -1
M: 377.31 Da

Cartesian coordinates (Å):
H: -1.244 2.900 -1.382
H: 2.478 -0.030 -1.819
O: 1.984 2.955 -1.654
H: 0.383 0.691 -0.167
H: -1.945 -2.748 -2.987
H: -0.037 0.123 -3.548
O: 2.145 1.874 -4.534
H: -0.400 -2.645 -2.862
H: -0.272 0.009 1.985
O: 1.640 2.788 1.944
O: -3.864 0.892 -3.418
H: -0.947 2.420 0.666
O: -0.851 3.332 1.010
H: 1.245 2.345 -1.594
H: -2.036 0.518 0.817
H: 3.824 -0.064 -2.083
H: 2.855 1.819 -3.880
H: -2.339 2.571 -2.351
H: 2.817 2.522 -1.441
H: -0.270 -2.354 0.525
H: 2.285 1.241 1.407
H: 1.060 2.947 1.163
O: -3.679 -0.621 -1.364
H: 3.402 -0.257 0.261
H: -3.499 -0.009 3.953
H: 1.112 -1.782 0.956
O: 3.194 0.635 -1.803
O: -1.669 -4.077 3.473
H: 1.561 2.604 -4.280
O: -0.430 0.788 0.356
O: 0.349 -2.262 1.288
H: -1.950 -0.312 3.590
H: 1.212 2.748 2.798
H: 1.636 0.223 4.101
H: -0.815 -0.119 -0.108
H: 3.324 -1.681 0.587
H: -3.783 0.356 -2.551
H: 1.308 0.651 -3.769
O: -0.408 -0.294 2.932
O: -2.770 -0.621 4.036
H: 2.803 1.496 0.002
O: 2.199 0.912 0.458
O: -1.556 3.140 -2.273
H: -3.641 0.236 -4.083
H: -1.342 -3.351 4.005
O: -2.947 0.483 1.194
O: 1.846 -5.134 0.385
H: 2.089 -4.685 -0.425
O: -1.191 -1.379 -0.729
H: -2.134 -3.808 2.680
O: 3.990 -0.975 0.647
H: -2.757 -0.333 1.687
H: 1.229 -4.600 0.898
O: 0.845 0.010 -3.156
H: -2.703 -0.873 -1.221
H: -1.439 3.592 1.718
O: -1.181 -2.219 -3.234
H: -0.016 -1.175 2.816
O: 2.309 -0.252 4.634
H: -3.755 0.038 -0.653
H: 2.709 0.611 4.844
H: -0.724 -1.516 -1.575



Entry from the OMol25 dataset: a cluster of 21 separate species, H42O21 in total at a distorted geometry (wB97M-V/def2-TZVPD).

Charge: 0
M: 378.31 Da

Cartesian coordinates (Å):
H: 1.145 -0.600 2.183
H: 3.307 3.169 1.729
O: -1.011 -1.962 -4.322
O: 1.093 0.260 2.614
O: 3.511 -1.277 2.101
H: 2.926 -1.365 1.329
H: 4.725 0.135 -0.153
H: -2.854 2.238 -2.616
O: 3.454 1.365 2.819
H: -2.982 -1.834 -4.055
H: 3.929 1.169 2.014
O: 1.547 -1.952 4.491
O: -3.517 -1.116 -3.667
H: 1.450 -4.277 2.289
H: -2.334 -0.556 3.130
H: -0.770 -1.307 -3.649
H: 4.728 -1.468 -0.162
H: 1.805 1.932 -3.417
H: -4.166 -1.756 -0.521
H: -0.661 -1.550 -5.122
H: 0.980 4.189 0.649
H: -2.226 -3.496 1.283
H: -2.845 2.875 1.713
H: 0.036 0.916 -1.479
H: -0.786 -3.341 1.868
H: 0.619 0.481 3.418
H: -4.566 -2.473 -1.831
O: 0.413 0.019 -1.656
O: 3.110 3.751 0.969
H: -1.113 0.376 -0.044
H: 0.573 -5.211 1.537
O: 0.187 3.725 0.331
H: 1.643 -3.538 -0.350
H: 3.099 3.236 0.159
O: 2.188 -3.259 -1.107
O: -3.868 1.436 -1.669
O: 4.278 -0.668 -0.433
H: 1.257 -0.089 -1.216
H: -4.367 0.769 -2.176
O: -1.926 -0.017 3.827
H: 0.457 2.888 -0.061
H: -0.556 2.867 -1.605
O: -2.418 2.609 -3.437
H: 2.864 -1.668 2.726
H: -1.544 2.208 -3.408
H: 1.054 -2.776 4.418
O: -1.659 -2.897 1.785
O: -4.812 -2.349 -0.908
H: 1.812 -2.363 -1.065
H: 0.674 3.687 -2.276
H: -3.058 0.889 -1.604
O: -1.143 1.323 -0.202
O: 0.525 -4.370 2.011
H: -3.287 1.312 2.149
O: -3.052 1.972 1.487
H: -2.382 -0.384 4.596
H: 2.639 0.791 2.876
O: -0.062 3.082 -2.398
H: -1.967 1.702 0.193
O: 2.650 1.748 -2.979
H: 3.319 2.438 -3.000
H: 1.064 -1.307 3.962
H: -3.125 -0.331 -4.070



The total energy results, record by record, are as follows: -1528.847024; -1528.694414; -1528.678840; -1528.505392; -1528.927970; -1604.748680; -1604.679919; -1605.141634 Ha.
The energy relative to the best compared isomer or geometry (same formula, charge and spin) results, record by record, are as follows: 22.6; 118.3; 128.1; 236.9; 174.6; 21.6; 64.8; 177.3 kcal/mol.
The E_LUMO results, record by record, are as follows: 0.2; -0.1; 0.0; -0.6; -3.1; 2.2; 1.9; -0.8 eV.